# 1
The following is a quantum chemistry calculation of C24H21NO in the gas phase, from the OMol25 dataset.

The geometry in XYZ format:
```
47
Properties=species:S:1:pos:R:3
C -2.791 -3.038 1.184
N -1.782 -2.334 0.432
C -0.695 -3.192 -0.013
C 0.392 -2.347 -0.473
C 1.183 -1.522 -0.838
C 2.096 -0.474 -1.295
C 1.340 0.838 -1.175
C 0.234 1.253 -1.880
C -0.332 2.480 -1.556
C 0.202 3.260 -0.544
C 1.317 2.843 0.167
C 1.888 1.623 -0.153
C 3.046 0.933 0.401
C 3.936 1.301 1.395
C 4.979 0.441 1.705
C 5.130 -0.765 1.040
C 4.235 -1.145 0.047
C 3.202 -0.290 -0.267
H 4.353 -2.092 -0.460
H 5.950 -1.419 1.297
H 5.685 0.716 2.475
H 3.825 2.240 1.915
H 1.729 3.456 0.955
H -0.258 4.208 -0.305
H -1.202 2.825 -2.094
H -0.179 0.643 -2.669
O 2.551 -0.687 -2.616
H 3.056 -1.507 -2.637
H -0.995 -3.886 -0.823
H -0.356 -3.788 0.840
C -2.355 -1.527 -0.632
C -2.795 -0.187 -0.105
C -1.945 0.524 0.732
C -2.310 1.769 1.207
C -3.527 2.322 0.844
C -4.379 1.620 0.010
C -4.016 0.369 -0.459
H -4.685 -0.176 -1.111
H -5.331 2.045 -0.275
H -3.812 3.298 1.210
H -1.641 2.314 1.856
H -0.996 0.086 1.003
H -3.197 -2.040 -1.128
H -1.578 -1.351 -1.382
H -3.528 -2.317 1.533
H -3.310 -3.811 0.591
H -2.334 -3.514 2.052
```

Results
HOMO: -0.30345 Eh
ΔE to the lowest compared entry with this formula, charge and spin: 0.0 kcal/mol
LUMO energy: 0.63 eV
Charge: 0
Gap between HOMO and LUMO: 0.3265 Eh



# 2
The following is a quantum chemistry calculation of C24H22BCrF4N2O5PS as an isolated structure, from the OMol25 dataset.

The geometry in XYZ format:
```
61
Properties=species:S:1:pos:R:3
Cr 1.015 1.303 1.297
O 2.172 -0.837 3.373
S 1.232 0.022 4.045
O 1.494 0.517 5.347
O 0.939 1.238 3.094
C -0.337 -0.792 4.011
C -0.960 -1.064 5.214
C -2.162 -1.760 5.211
C -2.727 -2.167 4.014
C -2.102 -1.877 2.807
C -0.895 -1.189 2.791
P -0.094 -0.821 1.198
C -1.445 -0.761 -0.004
C -2.315 0.331 0.048
C -3.371 0.414 -0.843
C -3.564 -0.585 -1.789
C -2.704 -1.671 -1.841
C -1.644 -1.764 -0.949
C 0.940 -2.236 0.775
C 1.143 -3.287 1.662
C 1.981 -4.335 1.306
C 2.611 -4.337 0.072
C 2.409 -3.289 -0.818
C 1.579 -2.239 -0.467
H -0.503 -0.729 6.135
H -2.657 -1.978 6.148
H -3.664 -2.707 4.012
H -2.563 -2.181 1.877
H -2.174 1.110 0.785
H -4.047 1.258 -0.795
H -4.392 -0.517 -2.483
H -2.862 -2.455 -2.569
H -0.987 -2.623 -0.984
H 0.663 -3.287 2.631
H 2.143 -5.148 2.000
H 3.264 -5.156 -0.200
H 2.901 -3.293 -1.782
H 1.420 -1.419 -1.160
O 3.794 -0.167 0.937
C 2.811 0.332 1.126
F -0.563 2.550 1.268
B 0.196 3.846 1.194
F 1.555 3.289 1.351
F -0.144 4.651 2.197
F 0.068 4.329 -0.076
N 1.081 1.489 -0.683
C 1.173 1.965 -1.740
N 1.269 2.485 -2.909
C 1.810 1.732 -4.059
C 0.743 1.693 -5.142
O 0.315 2.998 -5.464
C -0.298 3.636 -4.360
C 0.691 3.814 -3.223
H 2.092 0.732 -3.735
H 2.696 2.259 -4.415
H -0.107 1.085 -4.805
H 1.152 1.253 -6.050
H -1.163 3.052 -4.018
H -0.645 4.608 -4.704
H 0.223 4.217 -2.329
H 1.514 4.461 -3.529
```

Results
HOMO (alpha / beta): -0.45413 / -0.45233 Eh
Spin multiplicity: 2
ΔE to the lowest compared entry with this formula, charge and spin: 1.8 kcal/mol
LUMO energy (alpha / beta): -5.11 / -4.53 eV
Charge: +1
Gap between HOMO and LUMO (alpha / beta): 0.2663 / 0.2857 Eh



# 3
The following is a quantum chemistry calculation of C24H22Br4N2O5STc as an isolated structure, from the OMol25 dataset.

The geometry in XYZ format:
```
59
Properties=species:S:1:pos:R:3
Tc 0.226 1.116 0.532
Br -2.873 -1.982 5.934
C -2.404 -0.755 4.585
C -3.033 0.483 4.501
Br -4.344 0.988 5.755
C -2.683 1.371 3.475
Br -3.520 3.043 3.235
C -1.697 1.032 2.570
O -1.332 1.803 1.532
C -1.035 -0.202 2.673
O -0.114 -0.458 1.747
C -1.412 -1.100 3.658
Br -0.544 -2.772 3.650
O 7.152 -3.002 -0.454
C 6.078 -2.946 0.371
O 6.036 -3.661 1.332
C 4.991 -1.985 0.014
C 3.773 -2.113 0.680
C 2.722 -1.261 0.413
C 2.863 -0.243 -0.540
C 4.094 -0.092 -1.188
C 5.138 -0.958 -0.912
N 1.789 0.612 -0.789
C 1.689 1.278 -1.958
C 0.710 2.274 -2.089
C 0.457 3.008 -3.270
C -0.524 3.958 -3.276
C -1.272 4.207 -2.108
C -1.000 3.465 -0.986
N -0.043 2.526 -0.970
H 7.015 -2.434 -1.218
H 3.668 -2.903 1.411
H 1.784 -1.376 0.944
H 4.249 0.730 -1.874
H 6.086 -0.773 -1.407
H 2.330 1.027 -2.794
H 1.048 2.799 -4.152
H -0.730 4.518 -4.179
H -2.047 4.958 -2.080
H -1.543 3.595 -0.058
C -2.499 -3.640 -1.821
C -2.157 -2.171 -2.033
S -1.764 -1.388 -0.468
O -1.062 -0.093 -0.894
C -3.395 -0.858 0.075
C -4.055 0.174 -0.827
H -2.740 -4.106 -2.776
H -3.363 -3.764 -1.167
H -1.662 -4.178 -1.378
H -2.958 -1.617 -2.521
H -1.245 -2.037 -2.615
H -3.197 -0.452 1.070
H -3.980 -1.772 0.202
H -3.307 0.850 -1.244
H -4.753 0.773 -0.244
H -4.610 -0.287 -1.643
C 1.422 2.071 1.619
H 2.504 1.942 1.581
H 1.075 2.776 2.374
```

Results
HOMO (alpha / beta): -0.23766 / -0.29062 Eh
Spin multiplicity: 4
ΔE to the lowest compared entry with this formula, charge and spin: 0.0 kcal/mol
LUMO energy (alpha / beta): -0.27 / -1.23 eV
Charge: 0
Gap between HOMO and LUMO (alpha / beta): 0.2277 / 0.2455 Eh



# 4
The following is a quantum chemistry calculation of a 2-piece molecular cluster, C24H22ClN2O4 overall, from the OMol25 dataset.

The geometry in XYZ format:
```
53
Properties=species:S:1:pos:R:3
C 1.454 -2.217 -0.984
C 0.011 -2.549 -0.976
C -0.587 -2.875 0.254
N -1.084 -3.139 1.287
C -0.775 -2.650 -2.156
C -0.264 -2.322 -3.453
C -1.062 -2.422 -4.579
C -2.394 -2.853 -4.477
C -3.209 -2.919 -5.651
N -3.856 -2.955 -6.627
C -2.911 -3.208 -3.224
C -2.126 -3.094 -2.088
H 1.772 -1.801 -1.945
H 1.691 -1.513 -0.172
H 2.060 -3.112 -0.767
H 0.765 -1.980 -3.562
H -0.658 -2.162 -5.561
H -3.938 -3.571 -3.144
H -2.552 -3.356 -1.119
C 2.450 0.184 5.623
C 2.552 -0.363 4.230
O 1.532 0.352 3.482
C 1.544 0.074 2.177
C 0.464 0.806 1.433
C -0.834 0.741 1.784
C -1.915 1.412 1.079
C -2.906 2.104 1.808
C -3.856 2.886 1.145
Cl -4.951 3.839 2.068
C -3.913 2.898 -0.261
C -2.998 2.127 -0.992
C -2.007 1.405 -0.333
C 0.985 1.748 0.406
O 0.333 2.400 -0.401
O 2.321 1.821 0.462
C 2.857 2.748 -0.509
C 4.337 2.511 -0.492
O 2.338 -0.701 1.666
H 3.163 -0.315 6.276
H 2.665 1.257 5.629
H 1.444 0.039 6.026
H 3.536 -0.169 3.783
H 2.329 -1.437 4.189
H -1.067 0.199 2.698
H -2.897 2.066 2.897
H -4.662 3.508 -0.751
H -3.030 2.112 -2.083
H -1.313 0.793 -0.905
H 2.428 2.534 -1.496
H 2.597 3.775 -0.218
H 4.817 3.161 -1.222
H 4.758 2.715 0.496
H 4.561 1.472 -0.747
```

Results
HOMO: -0.10510 Eh
LUMO energy: 1.98 eV
Charge: -1
Gap between HOMO and LUMO: 0.1780 Eh



What is the charge in the third record? 0



Which value of charge does entry 1 give? 0



What is the formula in the fourth record? C24H22ClN2O4